Record 1
DFT (ωB97M-V with the def2-TZVPD basis set) results for a molecular structure, C23H43IrN6O6P2SSbSi3.

```
86
Properties=species:S:1:pos:R:3:mulliken_charge:R:1
Ir 0.08967 -0.54464 -0.12353 0.7878
Sb 1.11156 2.88752 0.16591 0.4200
S -5.44065 -4.50335 -0.47581 -0.1105
P 1.37761 -3.02872 0.76351 0.9768
P 2.94101 -0.34221 0.48468 0.5675
Si 0.25251 3.98232 -2.19944 0.2542
Si 3.73583 4.03457 0.00011 0.4117
Si 0.28065 3.70214 2.55033 0.2719
O 1.58021 -4.40007 1.22030 -0.7843
O 0.52380 -2.10704 1.78534 -0.4364
O 2.24322 0.29000 1.64276 -0.3330
O 2.36006 -0.08206 -0.88906 -0.7037
O 4.48457 0.10982 0.41518 -0.5986
O 0.77212 -2.59833 -0.56964 -0.8066
N 3.54180 -2.66816 -0.71189 -0.2621
N -5.15514 1.08279 -1.50201 -0.4716
N -4.90545 -6.59946 3.54066 -0.5393
N -0.88291 1.32390 -0.14276 -0.5227
N -3.28422 1.64396 0.02705 -0.4674
N -1.95954 -1.58502 -0.33737 0.1234
C 0.68767 5.77876 -2.06364 -0.8552
C 4.38938 3.04850 -1.42068 -0.8790
C -4.26282 -6.30215 1.25212 -0.1067
C 0.65404 5.52622 2.50889 -0.9559
C -2.26502 -2.25472 -1.45352 -0.3036
C 3.76561 5.87271 -0.19225 -1.2124
C -3.77219 -2.66956 0.77233 -0.9990
C 4.18332 3.43644 1.70337 -0.7967
C 4.01945 -2.64097 1.72697 -1.8300
C -5.84926 -5.68095 3.36635 -0.3608
C 3.04984 -2.18043 0.64782 0.7840
C -2.07971 1.43839 -0.09372 0.4509
C -4.13882 -6.90251 2.49689 -0.3927
C -1.57928 3.70912 -2.19208 -0.9730
C -4.27200 1.33072 -0.80630 0.4988
C 1.18378 3.00520 -3.46862 -0.9480
C -4.08550 -3.37917 -0.38772 0.5490
C -2.70385 -1.80422 0.75700 -0.2718
C -6.05688 -5.01294 2.16560 -0.0267
C -3.30952 -3.15377 -1.52072 -0.8929
C 1.24979 2.73885 3.80684 -0.7734
C -1.53727 3.33049 2.55387 -1.0116
C -5.23436 -5.32535 1.09352 0.0081
H 4.27460 -2.06637 -1.09475 0.3362
H 4.00613 4.21793 2.44350 0.3422
H 2.73777 -2.65757 -1.35728 0.2890
H 4.18300 3.54398 -2.36937 0.3547
H 1.27067 1.95350 -3.19013 0.2404
H -1.94482 3.71107 3.49586 0.4964
H 1.75723 5.96545 -2.11593 0.1806
H 0.33048 5.96458 3.45814 0.4534
H 3.93288 -3.71656 1.88300 0.4827
H -6.47404 -5.46248 4.22468 0.3692
H -1.63716 -2.07260 -2.31617 0.4652
H -1.73872 2.26004 2.51676 0.2094
H 3.77271 -2.14993 2.66925 0.3889
H 5.05180 -2.38826 1.47669 0.4682
H 0.63973 3.05385 -4.41643 0.4514
H 0.11853 6.04534 1.71270 0.3141
H 3.65745 2.53091 2.01150 0.0493
H -6.84708 -4.28067 2.06864 0.4486
H 0.51126 -2.38237 2.71154 0.3082
H 1.52252 1.74716 3.44286 0.0939
H -1.98162 4.38013 -2.95962 0.5322
H -2.06623 3.97434 -1.25328 0.3223
H 2.18449 3.40171 -3.63756 0.3204
H -3.51012 -3.68066 -2.44303 0.4584
H -2.43475 -1.24348 1.64485 0.5021
H 3.99981 2.03051 -1.45156 0.1645
H 5.25676 3.21489 1.69807 0.5164
H 0.22183 6.28778 -2.91439 0.4513
H -2.08166 3.81708 1.74363 0.3244
H 1.72122 5.72898 2.40846 0.2007
H 3.71136 6.19119 -1.23105 0.4104
H -1.84883 2.68992 -2.46391 0.2516
H -4.34864 -2.80002 1.67743 0.4742
H -3.38795 -7.66732 2.65818 0.3685
H 2.99476 6.38534 0.38276 0.3870
H 0.62926 2.61518 4.69838 0.4739
H -3.62018 -6.59272 0.43217 0.4168
H 3.90180 -3.62324 -0.63668 0.3736
H 4.88317 0.24725 1.28415 0.3400
H 2.15751 3.26484 4.10409 0.3290
H 5.47739 2.98420 -1.30704 0.4646
H 4.73377 6.20426 0.20260 0.4247
H 0.28935 6.23872 -1.15825 0.2725
```

Output
Charge: +2
Expectation value of S²: 8.76
Gap between HOMO and LUMO (alpha / beta) in eV: 8.0 / 4.4
Molecular weight in g mol⁻¹: 991.883
E_LUMO (alpha / beta) in eV: -4.8300 / -8.5600
Spin multiplicity: 6

---

Record 2
DFT (ωB97M-V with the def2-TZVPD basis set) results for a molecular structure, C23H44BrFN2O3PS2 in a non-equilibrium geometry.

```
77
Properties=species:S:1:pos:R:3:mulliken_charge:R:1
Br 2.61037 0.95094 0.78031 0.0658
S -0.00331 -3.38609 1.41913 -0.1844
S 1.05088 -1.28579 3.15788 -0.0614
P 3.40796 -1.78936 0.84540 0.2462
F 1.33170 4.32809 1.88770 -0.3520
O -4.53163 1.50684 4.28193 -0.6264
O -7.19804 1.95640 3.74585 -0.4678
O -3.25277 -0.52047 4.96878 -0.4324
N -1.02623 -0.09069 -1.42974 -1.2254
N -0.18719 0.29048 -0.40676 2.1511
C 0.02696 -1.84742 -4.81964 -0.8634
C -0.67425 1.75301 -0.32352 -0.5894
C 2.18339 0.11002 -1.82765 -0.3476
C 3.51881 -3.46729 1.80112 -0.8970
C 4.59054 3.25811 -1.04699 -0.5922
C 1.60495 -1.52545 0.15319 -0.8692
C -7.57948 2.79164 2.66835 -0.5180
C 0.70730 3.92789 0.57166 -0.1757
C 1.29684 0.00607 -0.46502 -0.8922
C -4.03628 0.27526 4.00845 0.4000
C -0.79532 -1.27560 -2.24025 -0.2743
C 0.56296 -1.57631 1.39961 0.1161
C -3.16408 0.22670 1.46840 -0.5230
C 3.56872 2.95350 -1.97440 -0.0660
C 5.37369 -3.55125 -0.57968 -1.0061
C -0.66356 -0.67912 0.69728 -0.0385
C 1.70337 1.14525 -2.97553 -0.2294
C 4.63046 -2.06699 -0.64628 -0.1917
C -1.60982 -0.18734 1.93200 -1.0771
C -4.31597 -0.31148 2.50226 -0.4043
C -0.30099 2.64910 0.95844 -0.8533
C 2.45412 2.57895 -3.08984 -0.4198
C -1.02819 -0.96611 -3.87031 -0.4228
H 1.89332 0.59629 -4.02153 0.2944
H -1.29301 0.66624 -2.08942 0.6469
H 2.16209 -0.97788 -2.32450 -0.0557
H 6.16902 -3.67438 -1.46038 0.3375
H -7.19005 2.38217 1.73309 0.2079
H 2.20977 -0.50374 3.30465 0.2208
H 4.01484 -2.06207 -1.66407 0.0967
H -2.45789 0.06025 5.18560 0.3868
H 0.80926 -2.45495 -4.19728 0.2368
H -8.67017 2.83256 2.61928 0.2342
H 3.27009 -4.35530 1.07706 0.2173
H 5.99545 -3.68602 0.42836 0.2607
H 2.96629 2.66437 -4.16471 0.3440
H 5.25374 3.71861 -0.17034 0.3448
H -7.18621 3.79842 2.82958 0.2421
H 4.61974 -4.45308 -0.70936 0.2496
H -0.29263 2.38768 -1.26246 0.4710
H -1.65450 -2.07098 -1.99362 0.4169
H 0.19113 2.12455 1.87601 0.1802
H 0.01020 4.80780 0.24165 0.3359
H -2.11054 -1.29353 -4.18989 0.4686
H -1.33980 -1.60543 0.35586 0.4389
H -1.27505 3.18940 1.39199 0.3567
H 1.62929 3.44053 -3.06860 0.2859
H 0.66162 -1.07460 -5.47159 0.2187
H 5.48127 -1.26043 -0.65990 0.3223
H 3.33819 0.23474 -1.54448 0.6359
H -1.86688 1.82522 -0.39455 0.6844
H -1.78171 -1.15713 2.61038 0.6568
H 1.53839 -2.43348 -0.57926 0.5491
H 0.11303 -3.95565 0.13987 0.1791
H -0.61433 -2.55557 -5.49797 0.2965
H -3.15409 1.40428 1.38278 0.1740
H -1.14526 0.60603 2.65376 0.1136
H 2.83671 -3.51824 2.74975 0.3301
H 1.51384 3.61838 -0.21621 0.0228
H 0.19633 -1.86828 -2.19056 -0.3555
H -5.34166 0.18185 2.14187 0.3113
H -3.38843 -0.19835 0.37660 0.2181
H -4.48969 -1.47981 2.45679 0.3477
H -0.84133 0.15146 -4.15557 0.2194
H -6.22602 1.93950 3.76428 0.3563
H 0.53439 1.38014 -2.99884 -0.2144
H 4.65537 -3.55300 2.15371 0.3362
```

Output
Charge: +1
Gap between HOMO and LUMO in eV: 7.2
Molecular weight in g mol⁻¹: 590.626
E_LUMO in eV: -3.1642

---

Record 3
DFT (ωB97M-V with the def2-TZVPD basis set) results for 2 unconnected molecules or ions with the total composition C23H44BrNO6S in a non-equilibrium geometry.

```
76
Properties=species:S:1:pos:R:3:mulliken_charge:R:1
Br 2.84861 -0.04885 -4.12722 -0.1185
S 2.74588 0.12064 1.60111 -0.0140
O 2.04849 1.63020 -0.70141 -0.3301
O -0.22861 1.90654 -0.80957 -0.5848
O 5.93700 0.08690 -1.62293 -0.5591
O 0.99330 0.67065 -2.35944 -0.2352
O 3.84158 -1.82717 4.69766 -0.5374
O -3.94234 2.11433 -0.69332 -0.0065
N 3.58394 -0.24919 6.31222 0.1345
C 0.79954 -2.19058 -2.67412 -1.3205
C -5.58611 2.59762 -2.33779 -0.7944
C -2.90609 -2.41310 -1.49477 -0.8445
C -3.58179 -1.27859 -2.22848 -0.5127
C 1.94928 -1.53457 -1.93680 -1.4169
C 3.56212 -1.50855 5.83548 0.0762
C 1.07872 -1.80672 2.70250 -1.2683
C 1.16197 -0.76142 1.60606 0.3719
C 2.16653 -0.06618 -2.23774 0.3978
C 3.96567 0.82594 5.40981 -0.7597
C 4.07920 1.72368 -1.78561 -1.4727
C 0.84026 1.44502 -1.23355 0.3844
C 3.57008 -0.10205 0.01684 -1.3722
C -1.60208 -2.87906 -2.13706 -0.9643
C 5.37523 1.17226 -2.35769 -0.5754
C -3.35147 2.48398 0.52411 -0.8970
C -6.27821 1.30067 -1.91579 -0.7882
C -4.70256 3.17066 -1.24974 -0.8086
C 3.07937 0.72335 -1.23635 1.9659
C 3.24063 0.06259 7.68454 -0.9248
C -5.68728 0.04919 -2.58113 -0.9296
C -0.59373 -1.75491 -2.18327 -0.0852
C -4.90431 -0.84803 -1.60423 -0.4427
H -2.80596 1.64278 0.92277 0.1486
H 3.25614 -2.24974 6.59485 0.2870
H 6.41054 0.46199 -0.88241 0.3272
H -4.02633 3.90614 -1.68139 0.3541
H -4.12360 2.74876 1.25014 0.4075
H 2.86329 -2.03829 -2.22286 0.5003
H 2.38777 0.74392 7.71391 0.3319
H 0.87777 -1.15854 0.64334 -0.1940
H 3.57371 2.23511 -2.59670 0.4263
H 4.23678 2.46515 -1.01362 0.5289
H 4.56118 0.26389 0.21762 0.4307
H 1.23887 -1.35816 3.67062 0.2338
H 0.41740 -0.01585 1.85450 0.3676
H -7.31038 1.39615 -2.23252 0.5199
H -5.32655 3.60720 -0.47018 0.4285
H 3.68044 -1.14302 -0.24271 0.3432
H 1.82598 -1.72889 -0.87861 0.5338
H -2.95551 -0.39591 -2.22300 0.1560
H 3.27809 0.84574 4.56520 0.1277
H 0.05040 -2.15023 2.70853 0.4032
H -5.49548 -1.69364 -1.28109 0.5508
H -3.59432 -3.24278 -1.37828 0.4558
H -4.63369 -0.21018 -0.77480 0.1203
H -6.51810 -0.53842 -2.95306 0.3375
H -3.69938 -1.53876 -3.27829 0.3371
H -6.28569 1.21073 -0.83828 0.4125
H -1.21442 -3.72046 -1.57407 0.4922
H -2.68091 -2.07880 -0.48286 0.2292
H 4.08711 0.53601 8.18630 0.3276
H 0.85332 -2.06734 -3.74720 0.4522
H -5.07604 0.34169 -3.42278 0.4590
H -4.98827 2.45487 -3.22971 0.3719
H 0.88937 -3.25696 -2.49316 0.5000
H -0.49044 -1.35730 -1.17784 0.1965
H 4.97112 0.64308 5.02965 0.2930
H -0.94249 -0.97699 -2.83964 0.2373
H 3.93893 1.77935 5.93048 0.3671
H -2.69012 3.33916 0.41337 0.3344
H 5.27265 0.85903 -3.38020 0.3791
H -6.31760 3.35650 -2.58692 0.3396
H 2.98053 -0.84772 8.21998 0.2932
H -1.85311 -3.25391 -3.12773 0.2881
H 6.09593 1.98711 -2.36631 0.4259
H 1.77821 -2.61770 2.57255 0.3700
```

Output
Charge: 0
Gap between HOMO and LUMO in eV: 9.0
Molecular weight in g mol⁻¹: 542.577
Structure (SMILES): CCSC[C@]1(CCO)OC(=O)O[C@]1(Br)CCCCCCCCCCCOC.CN(C)C=O
E_LUMO in eV: 0.4931